(1)
DFT (the ωB97M-V functional and the def2-TZVPD basis) results for an isolated molecule of C4H8N2OS.

Calculated values
LUMO ... 0.7 eV
Multiplicity ... 1
SMILES ... [H]/N=C1/[C@H](O)CSN1C

The geometry in XYZ format:
```
16
Properties=species:S:1:pos:R:3:forces:R:3:lowdin_charge:R:1
C 2.096291 1.185656 0.237498 0.1315 0.2030 0.4628 -0.121
C -0.623880 -1.479709 0.389789 -0.2106 0.1408 0.1785 -0.392
C -1.289109 -0.309784 -0.350600 0.7569 -0.5912 -0.7086 -0.421
C -0.296519 0.833676 -0.196881 -0.0638 0.0947 0.0228 -0.450
H 3.051370 0.718946 -0.035843 -0.3101 0.1281 0.1285 0.078
H 2.064491 2.180382 -0.231115 0.0020 -0.3176 0.1141 0.084
H 2.033169 1.301065 1.343282 0.1975 -0.0070 -0.5582 0.100
H -1.044778 -2.442148 0.107571 0.1390 -0.0235 -0.0955 0.085
H -0.714305 -1.357984 1.471098 -0.0880 0.0990 -0.0666 0.089
H -1.335172 -0.585350 -1.443352 -0.0295 0.2739 0.7633 0.164
H -2.526375 0.987596 0.261486 0.0177 -0.2103 -0.0102 0.084
H -0.024008 2.732509 0.136534 -0.8627 -0.8512 -0.1258 0.065
N 0.999225 0.379571 -0.246399 -0.3673 -0.0771 -0.1285 -0.419
N -0.764128 2.004238 0.003126 1.0887 0.6386 0.0818 0.140
O -2.528884 0.013906 0.160303 -0.3841 0.3266 0.0928 -0.016
S 1.110019 -1.356998 -0.104250 -0.0172 0.1732 -0.1513 0.929
```
Forces are in eV/Å.

(2)
DFT (the ωB97M-V functional and the def2-TZVPD basis) results for an isolated molecule of C6H8S.

Calculated values
LUMO ... 0.9 eV
Multiplicity ... 1
SMILES ... C[C@]12CC=C[C@H]1S2

The geometry in XYZ format:
```
15
Properties=species:S:1:pos:R:3:forces:R:3:lowdin_charge:R:1
C -1.991960 -0.403361 0.211918 1.5346 -0.3154 0.9228 -0.068
C -0.606647 0.213083 -0.254783 1.3724 0.7220 0.7010 -0.584
C 0.493320 -0.702859 -0.977966 0.1550 0.0166 5.3268 -0.110
C 1.837101 -0.088548 -0.374968 -0.3026 -4.2880 -1.8110 -0.086
C 1.646250 0.785991 0.558852 -0.6673 -0.9416 -0.4386 -0.180
C 0.263781 1.060335 0.704009 -4.9176 0.4958 1.2230 -0.552
H -2.390911 -0.908562 -0.625168 -1.0372 0.0311 -1.2028 0.045
H -1.772456 -1.290333 0.829524 0.5197 0.2731 0.1470 0.071
H -2.777588 0.102323 0.841525 1.1514 0.3939 -1.1687 0.095
H 0.456418 -0.642990 -1.991465 -0.1849 -0.2206 -2.9350 0.052
H 0.404624 -1.795743 -0.540929 0.0737 1.9667 -1.1726 0.147
H 2.745576 -0.721517 -0.484776 -0.3874 1.1497 -0.4168 0.115
H 2.404261 1.164377 1.105970 2.1494 1.3916 1.9110 0.079
H -0.327290 1.180872 1.683789 1.6072 0.3359 -1.2628 0.141
S -0.384481 2.046931 -0.685535 -1.0663 -1.0108 0.1766 0.835
```
Forces are in eV/Å.

(3)
DFT (the ωB97M-V functional and the def2-TZVPD basis) results for a cluster of 2 separate species, C26H32N3O in total.

Calculated values
LUMO ... -4.3 eV
Charge ... +1
Multiplicity ... 1

The geometry in XYZ format:
```
62
Properties=species:S:1:pos:R:3:forces:R:3:lowdin_charge:R:1
C 0.054583 0.734255 3.246476 0.1064 0.0019 0.0973 -0.100
N 1.481777 0.736088 3.395201 -0.3466 -0.0497 0.9987 -0.241
C 2.139014 -0.522029 3.135763 -0.0378 0.3528 -0.3253 -0.176
C 3.591466 -0.447306 3.589474 0.0393 0.0269 -0.0728 -0.185
O 4.219756 0.734237 3.103039 -0.2744 -0.0169 0.2755 -0.138
C 3.592935 1.926565 3.568020 0.0305 -0.0319 -0.0003 -0.185
C 2.137388 1.992483 3.122998 0.0236 -0.2688 -0.4576 -0.177
H -0.355835 1.634494 3.724560 -0.0321 -0.2380 -0.1184 0.088
H -0.279193 0.722168 2.192013 -0.0493 0.0095 -0.0621 0.065
H -0.355795 -0.156085 3.744202 -0.0249 0.2211 -0.1016 0.085
H 1.600742 -1.279228 3.720593 0.1991 -0.0707 -0.1860 0.123
H 2.079200 -0.803903 2.063664 0.1138 -0.0370 0.1355 0.105
H 3.613475 -0.495810 4.697555 0.1782 0.1356 -0.4058 0.131
H 4.175834 -1.271573 3.158544 -0.2073 0.1264 0.3082 0.127
H 3.622340 1.994629 4.675183 0.1890 -0.1384 -0.4099 0.131
H 4.175676 2.741438 3.117041 -0.2280 -0.1364 0.3164 0.129
H 2.078944 2.260862 2.047480 0.0689 0.0173 0.1508 0.122
H 1.601241 2.756135 3.701719 0.2056 0.0450 -0.1969 0.123
C -3.927017 0.469798 1.266126 -0.1347 0.5488 0.2367 0.015
C -2.983288 -0.489876 0.670794 -0.2428 -1.3701 0.1337 -0.168
N -3.025999 -1.805495 0.984710 -0.2101 1.4825 0.0029 -0.014
C -3.951664 -2.391413 1.938744 -0.1987 -0.0825 0.2565 0.022
C -2.098748 -2.518769 0.220963 0.6111 0.1120 -0.5237 -0.152
C -1.465134 -1.604533 -0.656840 -0.3595 -0.6876 0.3447 -0.093
C -0.626104 -2.125665 -1.635895 0.3851 -0.1604 0.0539 -0.004
C -0.263719 -3.481959 -1.571185 -0.3340 0.1094 0.0465 -0.048
C -0.853102 -4.354023 -0.637275 -0.0544 0.4577 0.0609 -0.054
C -1.823322 -3.877547 0.256572 0.2256 0.0753 -0.2171 0.003
C -1.997203 -0.276107 -0.330908 0.5778 0.3213 -0.3654 -0.091
C -1.706707 0.960173 -0.905283 -0.9424 -0.6023 -0.1200 0.098
C -0.695799 1.203163 -1.861540 0.5494 0.3850 -0.4864 -0.109
C -0.848143 1.849257 -3.116045 0.9393 -0.2818 0.7025 -0.182
C -2.050301 2.457668 -3.709296 -0.5311 0.2232 -0.0298 0.004
N 0.325964 1.776426 -3.794404 -0.4603 0.1673 0.2284 -0.032
C 0.533681 2.293563 -5.137148 -0.0676 0.0814 -0.1981 0.013
C 1.297578 1.139538 -3.017124 -0.4873 -0.2782 0.4626 -0.155
C 0.691595 0.785849 -1.784231 0.2407 -0.3859 -0.8238 -0.136
C 1.436901 0.094481 -0.831788 0.5001 0.0422 -0.0758 -0.027
C 2.760704 -0.253779 -1.143380 -0.4186 0.1214 0.0456 -0.056
C 3.323353 0.059077 -2.398483 -0.3336 0.2632 -0.0811 -0.059
C 2.591552 0.775843 -3.357885 0.2496 -0.1860 0.4028 0.000
H -3.740638 1.459033 0.843888 -0.1231 -0.0822 0.1987 0.081
H -4.977822 0.209236 1.059929 0.3751 -0.0730 0.0724 0.111
H -3.794975 0.534423 2.355999 -0.0764 -0.0158 -0.2490 0.108
H -3.760666 -3.465109 1.991671 -0.1234 0.2828 0.0553 0.087
H -3.813010 -1.950711 2.934256 0.0319 -0.1334 -0.2481 0.110
H -4.992436 -2.226602 1.628614 0.3083 -0.0712 0.0007 0.110
H -0.260542 -1.475389 -2.429263 0.1925 -0.3034 0.3013 0.117
H 0.492055 -3.863909 -2.261678 -0.3917 0.0965 0.1455 0.114
H -0.562955 -5.405084 -0.616377 -0.1024 0.3294 -0.0074 0.113
H -2.338207 -4.520335 0.967791 0.2468 -0.0431 -0.2784 0.108
H -2.392694 1.779354 -0.673987 0.0310 -0.1815 -0.1419 0.125
H -2.872941 2.378532 -2.994033 0.0279 0.0704 -0.2020 0.085
H -1.889764 3.521906 -3.929624 -0.0070 -0.2317 -0.0124 0.104
H -2.360165 1.958041 -4.638944 0.1168 0.1195 0.2394 0.104
H 1.563140 2.081399 -5.428464 -0.2435 0.0963 -0.0407 0.085
H -0.148520 1.816462 -5.853314 0.2065 0.0402 0.2016 0.106
H 0.366392 3.378374 -5.175832 0.1053 -0.2786 0.0870 0.107
H 0.971213 -0.154620 0.124136 0.3309 -0.0555 -0.2374 0.099
H 3.358291 -0.787602 -0.399241 -0.1892 0.1899 -0.3113 0.107
H 4.344092 -0.253655 -2.623043 -0.3165 0.1230 0.0810 0.110
H 2.991518 1.043174 -4.335236 0.1428 -0.1835 0.3438 0.108
```
Forces are in eV/Å.

(4)
DFT (the ωB97M-V functional and the def2-TZVPD basis) results for the ion C12H25BNO2 with charge +1.

Calculated values
LUMO ... -2.5 eV
Charge ... +1
Multiplicity ... 1
SMILES ... C#CCCC[N@+](CC)(COCC)B(O)CC

The geometry in XYZ format:
```
41
Properties=species:S:1:pos:R:3:forces:R:3:lowdin_charge:R:1
C -3.054755 -1.706551 -2.501798 -0.2314 -0.1786 0.2239 0.135
C -2.875937 -1.813921 -1.320339 -0.1137 -0.1496 0.0400 -0.143
C -2.725270 -1.875841 0.136540 0.3931 0.5636 0.1488 -0.173
C -1.304348 -1.469185 0.626180 -0.5231 -0.3032 -0.2829 -0.153
C -0.767450 -0.325904 -0.241102 -0.5606 -0.4276 0.5415 -0.108
N 0.384491 0.432456 0.365709 0.6088 -0.0324 -0.3510 -0.083
C -0.085658 1.655049 1.107500 -0.8639 0.3448 0.1018 -0.149
C -1.180386 1.413322 2.138302 -0.0407 0.0448 -0.2499 -0.036
C 1.259622 0.953325 -0.776138 0.0563 0.9387 -0.1393 -0.146
O 0.450239 1.476216 -1.768917 0.1935 -0.3719 -0.0123 -0.115
C 0.793440 0.974583 -3.083310 -0.4095 0.5450 -0.2779 -0.220
C -0.168768 1.536572 -4.121254 0.2499 -0.4672 0.0569 -0.048
B 1.334436 -0.477806 1.201033 0.4162 -0.5467 0.9010 -0.473
O 1.846874 -1.583529 0.607560 -0.8517 0.3926 0.0407 0.213
C 1.797742 -0.134629 2.669145 0.8904 -0.4893 -0.8533 -0.113
C 2.962121 -1.056933 3.101675 -0.1305 0.2753 0.3980 -0.093
H -3.373867 -1.686022 -3.517054 0.2204 0.0749 -0.0907 0.039
H -2.963321 -2.858392 0.537107 -0.0501 -0.1071 -0.1616 0.125
H -3.439705 -1.180056 0.583674 -0.0955 -0.0134 -0.0917 0.124
H -1.411477 -1.190189 1.673250 0.2304 0.0007 0.0322 0.113
H -0.686875 -2.366411 0.565719 0.2009 0.1373 0.0732 0.119
H -1.569404 0.390469 -0.401201 0.1090 0.0925 -0.2020 0.143
H -0.496068 -0.728655 -1.212847 0.1871 0.1832 -0.0442 0.126
H -0.490758 2.335669 0.356117 0.0787 -0.1345 -0.1479 0.142
H 0.769220 2.165143 1.540496 0.1853 -0.2801 0.0819 0.128
H -1.418221 2.377045 2.586051 0.0903 -0.0269 0.1407 0.101
H -2.103820 1.076239 1.666312 0.0314 -0.0530 -0.0065 0.083
H -0.912380 0.708079 2.919167 0.0806 0.0761 0.0817 0.073
H 1.867632 1.756585 -0.346494 0.0353 -0.1315 0.1271 0.161
H 1.937341 0.176023 -1.126946 -0.2512 -0.2498 -0.0475 0.145
H 0.736935 -0.116502 -3.085152 0.1517 -0.0544 0.1607 0.118
H 1.802872 1.320733 -3.312527 0.1176 -0.3227 -0.0039 0.130
H 0.185291 2.484546 -4.514087 -0.2075 0.1559 0.0991 0.081
H -0.206047 0.823743 -4.946403 0.0283 0.1143 -0.0962 0.084
H -1.181897 1.611634 -3.731742 0.0192 0.1369 0.0995 0.082
H 1.327766 -1.905873 -0.140013 0.3620 -0.0724 -0.2451 0.121
H 2.189795 0.887040 2.674693 -0.3924 0.1711 0.3317 0.113
H 0.988540 -0.251788 3.388838 -0.1717 0.3441 -0.0380 0.108
H 2.701984 -2.108828 3.022440 0.0591 -0.0422 -0.1596 0.079
H 3.214033 -0.870988 4.146323 -0.0587 0.0374 -0.0077 0.082
H 3.866041 -0.846467 2.533495 -0.0431 -0.1745 -0.1716 0.084
```
Forces are in eV/Å.

(5)
DFT (the ωB97M-V functional and the def2-TZVPD basis) results for an isolated molecule of C4H5N3.

Calculated values
LUMO ... -0.1 eV
Multiplicity ... 1
SMILES ... [H]/N=C(/C#N)NC=C

The geometry in XYZ format:
```
12
Properties=species:S:1:pos:R:3:forces:R:3:lowdin_charge:R:1
C -1.580160 1.013288 -0.141822 -1.5391 5.7552 0.7217 -0.020
C -1.508573 -0.272270 -0.047409 -0.3358 -2.0787 1.4890 -0.220
C 1.004007 -0.350040 0.008122 4.3594 -4.4224 -0.9329 -0.438
C 1.442140 0.967414 0.063243 0.9173 5.9905 -0.1462 -0.207
H -2.515597 1.848338 0.073497 2.5431 -3.2483 -1.0270 0.148
H -0.597115 1.547694 -0.180434 -1.3826 -0.2342 -0.2106 0.029
H -2.316782 -0.978759 0.186584 0.2970 0.4617 -0.4171 0.117
H 0.011928 -1.855427 0.417804 -2.0155 1.9107 -1.2026 0.193
H 2.333141 -2.081882 -0.338182 -1.6288 1.6836 0.6410 0.083
N -0.238882 -0.869586 0.044022 1.3590 -3.1128 0.8947 0.028
N 2.152466 -1.055860 -0.100811 -1.5120 0.6476 -0.0888 0.104
N 1.813422 2.087092 0.015384 -1.0621 -3.3528 0.2788 0.183
```
Forces are in eV/Å.

(6)
DFT (the ωB97M-V functional and the def2-TZVPD basis) results for an isolated molecule of C3H2ClF3.

Calculated values
LUMO ... 0.8 eV
Multiplicity ... 1
SMILES ... FC1(F)C[C@]1(F)Cl

The geometry in XYZ format:
```
9
Properties=species:S:1:pos:R:3:forces:R:3:lowdin_charge:R:1
C -0.616141 -0.120280 0.657023 -0.1077 0.9905 -0.8628 0.012
C 0.646964 0.573911 0.199731 -1.7312 -0.4490 -0.8841 -0.447
C 0.008079 -0.607249 -0.676087 -0.0855 3.7880 1.2217 -0.812
F 1.787692 0.623537 0.847976 0.5103 -0.5497 0.1531 0.143
F 0.379882 1.846993 -0.301180 0.4976 -1.4476 0.3409 0.068
F -0.543885 -0.025935 -1.794737 -0.1245 -0.7757 0.2918 -0.006
Cl 0.514366 -2.181795 -0.940243 0.6231 -0.9093 0.0121 0.791
H -0.778917 -0.739072 1.544825 0.5169 0.0831 -0.4634 0.125
H -1.398039 0.629891 0.462692 -0.0989 -0.7303 0.1906 0.127
```
Forces are in eV/Å.

Calculated largest force on an atom, 1.3; 5.3; 1.5; 1.3; 6.3; 4.0 eV Å⁻¹ (same order as the records).
Calculated ΔE to the lowest compared entry with this formula, charge and spin, 77.58; 195.47; 0.00; 0.00; 404.42; 90.03 kJ/mol (same order as the records).
Calculated highest occupied orbital energy, -0.3079; -0.3086; -0.3736; -0.4852; -0.3354; -0.3817 hartree (same order as the records).